The following is a quantum chemistry calculation of C30H78F12MgN2O21S4 as an isolated structure, from the Open Molecules 2025 dataset.

Geometry as ORCA input:
```
! RIJCOSX wB97M-V def2-TZVPD def2/J DEFGRID3
* xyz -1 2
S -3.160 5.070 0.419
S -3.982 2.585 0.714
S -0.531 0.868 -1.080
S 0.634 0.342 1.222
Mg -1.006 2.884 1.473
F 0.997 1.130 -3.366
F -3.596 5.132 -2.156
F -6.252 3.415 1.832
F -5.217 1.967 3.018
F -1.492 4.541 -1.601
F -1.726 -1.020 1.248
F -0.157 -2.175 2.144
F -4.431 4.033 2.990
F 0.643 3.014 -2.219
F -1.134 -0.539 3.206
F 2.030 1.481 -1.445
F -2.210 6.637 -1.493
O 1.453 -0.466 0.337
O -1.764 1.364 -1.579
O 7.025 0.697 4.894
O 0.815 -5.958 -2.863
O -2.208 2.171 -6.981
O -3.484 1.262 0.985
O -1.807 -2.074 -3.250
O -1.676 -4.587 3.103
O -2.464 6.041 1.218
O -3.570 -2.413 3.416
O 0.233 4.447 1.445
O 4.175 -0.411 -1.055
O -7.213 -2.411 1.407
O -4.617 5.293 0.385
O 3.891 -4.724 1.803
O 2.257 6.935 -2.135
O 4.092 1.766 -3.455
O -0.087 -1.444 6.595
O -0.438 -0.556 -1.344
O 1.471 0.943 2.294
O -4.749 2.715 -0.539
N -2.520 3.607 0.765
N -0.216 1.485 0.541
C -5.500 -1.021 4.159
C 5.871 1.389 4.646
C 4.886 -1.208 -0.113
C 4.445 2.413 -5.733
C -2.338 -1.105 -4.176
C -6.005 -2.718 0.700
C -2.525 5.367 -1.410
C -1.880 -6.350 1.695
C 0.326 -4.751 -2.280
C 1.450 4.294 2.092
C -5.193 -1.468 0.323
C 4.235 1.280 -4.789
C 2.233 6.066 -3.274
C 1.604 -5.234 2.481
C -0.042 2.009 -6.325
C -3.699 -0.624 -3.733
C -5.057 3.066 2.271
C 2.444 4.291 0.948
C 4.974 -2.615 -0.824
C 4.995 0.683 3.652
C 0.900 1.716 -2.127
C -4.054 -1.379 4.283
C -1.370 2.787 -6.039
C 0.841 6.269 -3.784
C -2.299 -4.890 1.920
C 0.243 -2.498 5.676
C 3.132 -5.583 2.596
C 1.657 -2.286 5.216
C 1.491 -3.684 -2.464
C -0.655 -0.969 2.018
H -0.011 -3.419 6.202
H -2.989 2.728 -6.947
H 1.582 -4.145 2.520
H 1.667 -1.366 4.631
H 0.178 -6.676 -2.886
H 5.873 -0.775 0.051
H 3.263 -0.606 -0.828
H 3.146 7.292 -2.195
H -2.057 -3.734 3.325
H 7.775 1.182 5.246
H -0.114 0.942 -6.116
H 0.481 5.558 -4.528
H -5.899 -0.698 0.013
H -2.366 -6.705 0.786
H -2.426 -1.545 -5.169
H 5.169 0.720 -4.842
H 6.066 2.416 4.337
H 5.320 2.987 -5.429
H 0.221 5.151 0.792
H -1.706 -0.222 -4.273
H 5.361 1.408 5.610
H -5.343 -3.460 1.148
H -4.557 -1.665 -0.541
H 4.614 2.182 -6.785
H -1.984 -7.042 2.530
H -1.499 -1.628 -2.458
H 4.485 -1.147 0.899
H -3.681 -2.116 2.510
H 1.414 3.353 2.640
H -0.575 -4.337 -2.732
H -4.445 -1.373 -3.467
H -0.800 -6.403 1.560
H 1.478 -5.508 1.433
H 2.188 3.551 0.190
H -3.539 0.092 -2.927
H 4.045 -2.717 -1.385
H -1.324 3.873 -6.113
H 0.111 6.387 -2.983
H 1.870 -3.168 4.612
H -5.815 -1.341 3.165
H -3.428 -0.517 4.051
H -4.125 0.000 -4.519
H -3.821 -1.637 5.316
H 1.585 5.099 2.814
H -4.654 -1.018 1.157
H 2.419 5.037 -2.966
H 2.328 -4.032 -1.858
H 1.288 -2.683 -2.084
H -5.596 0.064 4.185
H 0.799 2.408 -5.757
H -7.429 -2.942 2.178
H 2.917 6.320 -4.083
H 0.841 -5.648 3.140
H 4.054 1.190 3.437
H 0.715 7.250 -4.243
H 2.320 -2.226 6.079
H -3.364 -4.657 1.929
H 5.685 -2.768 -1.636
H 4.699 -0.296 4.029
H 3.406 -6.611 2.356
H 0.175 2.093 -7.389
H -1.816 -4.273 1.162
H 1.913 -3.643 -3.468
H 2.501 5.287 0.508
H -1.716 2.445 -5.063
H -6.089 -1.298 5.033
H 5.145 -3.431 -0.122
H 3.430 0.580 -5.012
H 4.262 1.044 -2.846
H -6.237 -3.168 -0.265
H 3.461 3.979 1.185
H 5.499 0.411 2.724
H -0.464 -2.423 4.850
H 3.450 -5.445 3.630
H 3.600 3.100 -5.709
H 4.145 -5.101 0.958
H -0.260 -1.842 7.451
H 0.073 -4.971 -1.244
*
```

Results
**Lowest unoccupied orbital energy (alpha / beta)**: 2.139 / 2.126 eV
**<S²>**: 0.7519
**HOMO level (alpha / beta)**: -1.837 / -7.651 eV
**Gap between HOMO and LUMO (alpha / beta)**: 0.146 / 0.359 hartree